A 2-piece molecular cluster, C5H10O overall, computed with ωB97M-V/def2-TZVPD.

Geometry as XYZ:
```
16
Properties=species:S:1:pos:R:3:forces:R:3:nbo_charge:R:1
C 2.1223 -0.0660 0.1385 0.2511 0.1544 -0.0932 -0.249
O 1.0363 -0.7963 0.6718 -0.1230 -0.1022 0.0477 -0.519
C 0.1894 -1.3403 -0.2364 -0.2046 -0.1979 -0.0990 0.152
C -0.7608 2.0606 0.0191 -0.1436 -0.0631 0.0059 -0.416
C -1.7355 1.1600 -0.0210 0.1061 0.1516 0.0182 -0.368
C -0.8887 -2.0284 0.1248 0.1428 0.0428 -0.0170 -0.515
H 1.8010 0.9188 -0.2244 0.0237 -0.1730 0.0366 0.179
H 2.6096 -0.6113 -0.6804 -0.0797 0.0529 0.1260 0.174
H 2.8410 0.0660 0.9501 -0.1055 0.0054 -0.1292 0.198
H 0.4488 -1.1683 -1.2826 -0.0327 -0.0394 0.1616 0.170
H -0.1344 2.1734 0.9011 -0.1129 -0.0003 -0.1138 0.194
H -0.5457 2.7130 -0.8239 -0.0465 -0.0887 0.1022 0.191
H -2.3605 1.0219 -0.9006 0.1023 0.0733 0.1196 0.192
H -1.9334 0.4985 0.8170 0.0279 0.1535 -0.1068 0.200
H -1.1396 -2.1578 1.1731 0.0458 -0.0225 -0.1334 0.207
H -1.5498 -2.4438 -0.6262 0.1487 0.0531 0.0745 0.210
```
Forces are in eV/Å.

Its HOMO-LUMO gap is 9.7847 eV. The calculation puts the LUMO energy at 1.1 eV. The calculation puts the HOMO energy at -8.7 eV.